1) C5H9N3 | ωB97M-V/def2-TZVPD

Atoms and positions in Å:
N -2.87 -2.01 1.00
N -2.53 -0.88 1.30
N 0.29 2.00 1.47
C 0.39 1.20 0.65
C 0.70 0.19 -0.29
C 2.23 -0.01 -0.26
C -1.93 0.09 1.69
C 0.29 0.39 -1.71
H -3.46 -2.59 1.57
H 2.38 0.05 0.77
H 2.81 0.67 -0.82
H 2.46 -0.93 -0.67
H -1.99 1.11 1.67
H 0.64 1.42 -1.96
H -0.69 0.31 -2.15
H 0.30 -0.77 0.07
H 0.97 -0.26 -2.33

Summary:
Total charge   0
HOMO energy   -8.814 eV

=====

2) C5H9N3 | ωB97M-V/def2-TZVPD

Atoms and positions in Å:
N 2.01 0.18 -0.25
N -1.44 -0.64 -1.00
N 0.64 2.28 -0.30
C -0.33 -0.13 -0.08
C -1.21 0.48 1.16
C 1.72 -1.12 0.23
C 0.74 0.85 -0.42
C 0.40 -1.49 0.21
H 2.46 -1.78 0.17
H 3.00 0.80 0.26
H -1.85 0.09 -1.53
H -0.89 -1.38 -1.71
H -0.28 2.49 -0.64
H -1.70 -0.40 1.37
H -0.19 -2.49 0.18
H -0.85 1.24 2.12
H -2.25 1.03 0.22

Summary:
Total charge   0
HOMO energy   -8.388 eV

=====

3) C5H9N3 | ωB97M-V/def2-TZVPD

Atoms and positions in Å:
N 2.16 -0.56 -0.09
N -1.40 -0.89 -1.04
N -1.71 0.44 0.68
C 0.73 -0.01 0.07
C -0.37 -0.37 1.13
C 0.68 1.21 -0.70
C -0.18 -1.15 -0.17
C -2.17 -0.24 -0.39
H -3.05 0.27 -0.94
H 0.22 -0.36 2.24
H -2.31 0.62 1.59
H -0.12 1.31 -1.49
H 1.67 1.03 -1.25
H 2.41 -1.48 0.47
H 0.26 -2.21 -0.54
H 2.63 0.16 0.40
H 0.54 2.23 0.04

Summary:
Total charge   0
HOMO energy   -8.559 eV
Structure (SMILES)   C[C@]1(N)[C@@H]2N=CN[C@@H]21

=====

4) C5H9N3 | ωB97M-V/def2-TZVPD

Atoms and positions in Å:
N -1.90 0.15 0.00
N 0.46 -0.26 -0.19
N 1.10 -1.48 0.01
C -0.93 -0.63 -0.38
C 2.13 1.72 -0.01
C -3.27 -0.04 0.13
C 2.44 -1.47 0.10
C 0.87 1.04 -0.07
H -3.53 -0.05 1.36
H -3.92 0.84 -0.37
H 2.18 2.78 0.31
H -3.74 -0.94 -0.37
H 0.12 1.70 0.25
H 3.05 -0.46 0.21
H 2.80 -2.59 0.65
H -0.86 -1.66 -0.90
H 3.00 1.33 -0.71

Summary:
Total charge   0
HOMO energy   -8.190 eV
Structure (SMILES)   C=CN(/C=N/C)N=C

=====

1) has the most favorable energy; the next structure is 0.773 eV above.

=====

1) C4H12N2P | ωB97M-V/def2-TZVPD

Atoms and positions in Å:
P -0.87 -1.40 0.32
N -0.04 2.91 -0.03
N 0.86 0.04 1.84
C 0.83 -1.16 1.04
C -0.39 -2.35 -1.17
C -0.22 1.94 -0.91
C -1.06 0.83 -0.68
H 1.58 -1.08 0.25
H 1.05 -2.09 1.61
H 0.36 1.99 -1.82
H -0.54 2.88 0.85
H -1.39 0.33 -1.58
H 0.22 -0.03 2.63
H 0.57 3.69 -0.21
H 0.06 -3.30 -0.86
H 1.79 0.20 2.22
H -1.27 -2.58 -1.77
H 0.33 -1.82 -1.78
H -1.84 1.00 0.06

Summary:
Total charge   +1
HOMO energy   -13.201 eV

=====

2) C4H12N2P | ωB97M-V/def2-TZVPD

Atoms and positions in Å:
P -0.81 -1.75 1.38
N -1.61 -0.86 0.28
N 0.98 -0.05 0.49
C 0.08 0.43 -0.54
C 0.31 -0.18 -1.93
C 0.32 -0.40 1.79
C -0.45 1.77 -0.25
H 1.82 0.42 0.60
H 0.30 -2.40 0.88
H 0.33 2.66 -0.44
H 1.21 -0.99 0.09
H -2.35 -1.28 -0.33
H 1.01 -0.76 2.60
H -0.20 0.52 2.18
H -1.46 2.02 -0.67
H 0.18 -1.29 -1.98
H -0.76 1.80 0.81
H -0.23 0.35 -2.75
H 1.31 -0.03 -2.20

Summary:
Total charge   +1
HOMO energy (alpha / beta)   -12.584 / -12.607 eV

=====

1) has the most favorable energy; the next structure is 2.185 eV above.